The following is a quantum chemistry calculation of a 21-piece molecular cluster, C84H168O42 overall at a distorted geometry, from the Open Molecules 2025 dataset.

Bonds (Å) are listed after each position.
Geometry (Å):
1 O -0.65 0.98 8.24  C2 1.248
2 C -1.18 0.63 7.17  O1 1.248, O3 1.398, C6 1.551
3 O -0.61 0.57 5.89  C2 1.398, C4 1.412
4 C 0.74 0.82 5.58  O3 1.412, C5 1.546, H7 1.090, H8 1.090
5 C 0.91 1.08 4.06  C4 1.546, H9 1.090, H10 1.090, H11 1.090
6 C -2.60 0.02 7.15  C2 1.551, H12 1.090, H13 1.090, H14 1.090
7 H 1.24 -0.11 5.86  C4 1.090
8 H 1.39 1.49 6.15  C4 1.090
9 H 0.64 2.09 3.77  C5 1.090
10 H 0.25 0.49 3.42  C5 1.090
11 H 1.90 0.92 3.64  C5 1.090
12 H -3.07 0.18 6.18  C6 1.090
13 H -3.17 0.49 7.94  C6 1.090
14 H -2.50 -1.07 7.24  C6 1.090
15 O 3.88 4.71 0.40  C16 1.249
16 C 4.62 3.88 0.95  O15 1.249, O17 1.324, C20 1.526
17 O 5.64 3.25 0.39  C16 1.324, C18 1.415
18 C 6.10 3.67 -0.88  O17 1.415, C19 1.500, H21 1.090, H22 1.090
19 C 7.07 2.59 -1.26  C18 1.500, H23 1.090, H24 1.090, H25 1.090
20 C 4.54 3.59 2.45  C16 1.526, H26 1.090, H27 1.090, H28 1.090
21 H 6.68 4.59 -0.83  C18 1.090
22 H 5.31 3.77 -1.63  C18 1.090
23 H 6.51 1.66 -1.34  C19 1.090
24 H 7.83 2.34 -0.52  C19 1.090
25 H 7.59 2.77 -2.20  C19 1.090
26 H 4.94 4.44 3.00  C20 1.090
27 H 5.25 2.79 2.66  C20 1.090
28 H 3.58 3.27 2.85  C20 1.090
29 O -3.46 5.66 7.10  C30 1.222
30 C -2.98 4.54 7.06  O29 1.222, O31 1.353, C34 1.489
31 O -2.33 4.05 5.98  C30 1.353, C32 1.420
32 C -1.93 4.83 4.86  O31 1.420, C33 1.513, H35 1.090, H36 1.090
33 C -3.02 5.02 3.83  C32 1.513, H37 1.090, H38 1.090, H39 1.090
34 C -3.14 3.60 8.20  C30 1.489, H40 1.090, H41 1.090, H42 1.090
35 H -1.11 4.28 4.41  C32 1.090
36 H -1.56 5.80 5.20  C32 1.090
37 H -3.68 4.17 3.67  C33 1.090
38 H -2.52 5.25 2.89  C33 1.090
39 H -3.56 5.92 4.14  C33 1.090
40 H -3.59 2.68 7.84  C34 1.090
41 H -3.71 4.04 9.02  C34 1.090
42 H -2.13 3.37 8.56  C34 1.090
43 O -9.14 3.88 -0.32  C44 1.230
44 C -8.94 4.86 0.41  O43 1.230, O45 1.357, C48 1.527
45 O -7.80 5.26 1.02  C44 1.357, C46 1.408
46 C -6.59 4.59 0.75  O45 1.408, C47 1.591, H49 1.090, H50 1.090
47 C -5.43 5.18 1.66  C46 1.591, H51 1.090, H52 1.090, H53 1.090
48 C -10.15 5.66 0.89  C44 1.527, H54 1.090, H55 1.090, H56 1.090
49 H -6.34 4.71 -0.30  C46 1.090
50 H -6.67 3.51 0.91  C46 1.090
51 H -5.21 6.17 1.27  C47 1.090
52 H -4.50 4.61 1.63  C47 1.090
53 H -5.72 5.29 2.71  C47 1.090
54 H -10.97 5.50 0.19  C48 1.090
55 H -9.87 6.71 0.96  C48 1.090
56 H -10.45 5.31 1.88  C48 1.090
57 O 4.22 0.59 5.29  C58 1.261
58 C 5.41 0.21 5.48  O57 1.261, O59 1.335, C62 1.538
59 O 5.81 -1.02 5.82  C58 1.335, C60 1.457
60 C 4.81 -2.06 6.02  O59 1.457, C61 1.523, H63 1.090, H64 1.090
61 C 4.32 -2.59 4.68  C60 1.523, H65 1.090, H66 1.090, H67 1.090
62 C 6.62 1.16 5.44  C58 1.538, H68 1.090, H69 1.090, H70 1.090
63 H 3.93 -1.70 6.55  C60 1.090
64 H 5.19 -2.83 6.71  C60 1.090
65 H 3.74 -1.88 4.09  C61 1.090
66 H 3.63 -3.42 4.85  C61 1.090
67 H 5.12 -2.90 4.01  C61 1.090
68 H 6.28 2.14 5.12  C62 1.090
69 H 7.34 0.80 4.71  C62 1.090
70 H 7.14 1.24 6.40  C62 1.090
71 O 3.25 -5.76 -1.54  C72 1.223
72 C 3.60 -6.46 -2.48  O71 1.223, O73 1.397, C76 1.468
73 O 4.38 -6.12 -3.58  C72 1.397, C74 1.462
74 C 5.03 -4.81 -3.64  O73 1.462, C75 1.488, H77 1.090, H78 1.090
75 C 5.18 -4.39 -5.06  C74 1.488, H79 1.090, H80 1.090, H81 1.090
76 C 3.29 -7.90 -2.44  C72 1.468, H82 1.090, H83 1.090, H84 1.090
77 H 6.03 -4.76 -3.20  C74 1.090
78 H 4.45 -4.13 -3.02  C74 1.090
79 H 5.80 -3.51 -5.24  C75 1.090
80 H 4.20 -4.18 -5.46  C75 1.090
81 H 5.57 -5.21 -5.67  C75 1.090
82 H 3.15 -8.34 -3.42  C76 1.090
83 H 2.39 -7.98 -1.84  C76 1.090
84 H 4.09 -8.45 -1.94  C76 1.090
85 O 7.42 -5.82 -1.11  C86 1.234
86 C 6.84 -6.38 -0.17  O85 1.234, O87 1.385, C90 1.445
87 O 7.07 -7.67 0.27  C86 1.385, C88 1.419
88 C 7.89 -8.56 -0.48  O87 1.419, C89 1.521, H91 1.090, H92 1.090
89 C 6.93 -9.37 -1.34  C88 1.521, H93 1.090, H94 1.090, H95 1.090
90 C 5.90 -5.68 0.67  C86 1.445, H96 1.090, H97 1.090, H98 1.090
91 H 8.35 -9.29 0.19  C88 1.090
92 H 8.74 -8.13 -1.01  C88 1.090
93 H 6.18 -9.79 -0.66  C89 1.090
94 H 7.43 -10.17 -1.87  C89 1.090
95 H 6.39 -8.77 -2.08  C89 1.090
96 H 4.99 -6.26 0.76  C90 1.090
97 H 5.59 -4.75 0.20  C90 1.090
98 H 6.34 -5.35 1.62  C90 1.090
99 O 4.90 -2.49 1.52  C100 1.231
100 C 5.31 -1.42 1.07  O99 1.231, O101 1.370, C104 1.511
101 O 5.72 -1.21 -0.22  C100 1.370, C102 1.379
102 C 5.78 -2.16 -1.22  O101 1.379, C103 1.548, H105 1.090, H106 1.090
103 C 6.07 -1.64 -2.65  C102 1.548, H107 1.090, H108 1.090, H109 1.090
104 C 5.28 -0.15 1.89  C100 1.511, H110 1.090, H111 1.090, H112 1.090
105 H 4.84 -2.70 -1.12  C102 1.090
106 H 6.56 -2.88 -0.96  C102 1.090
107 H 6.41 -2.46 -3.28  C103 1.090
108 H 6.90 -0.94 -2.55  C103 1.090
109 H 5.23 -1.17 -3.16  C103 1.090
110 H 6.18 0.06 2.48  C104 1.090
111 H 4.42 -0.13 2.56  C104 1.090
112 H 5.16 0.70 1.23  C104 1.090
113 O 0.94 -2.30 3.88  C114 1.230
114 C -0.06 -2.67 4.50  O113 1.230, O115 1.282, C118 1.520
115 O -0.07 -2.91 5.75  C114 1.282, C116 1.377
116 C 1.08 -3.02 6.50  O115 1.377, C117 1.547, H119 1.090, H120 1.090
117 C 0.73 -3.48 7.94  C116 1.547, H121 1.090, H122 1.090, H123 1.090
118 C -1.46 -2.56 3.91  C114 1.520, H124 1.090, H125 1.090, H126 1.090
119 H 1.49 -2.02 6.63  C116 1.090
120 H 1.82 -3.63 5.97  C116 1.090
121 H 1.62 -3.57 8.56  C117 1.090
122 H 0.14 -4.39 7.91  C117 1.090
123 H 0.07 -2.75 8.43  C117 1.090
124 H -1.74 -3.57 3.61  C118 1.090
125 H -1.30 -1.90 3.06  C118 1.090
126 H -2.17 -2.22 4.67  C118 1.090
127 O -7.97 -1.96 -4.74  C128 1.230
128 C -7.93 -1.74 -3.53  O127 1.230, O129 1.326, C132 1.475
129 O -7.44 -0.66 -2.95  C128 1.326, C130 1.377
130 C -7.07 0.44 -3.70  O129 1.377, C131 1.533, H133 1.090, H134 1.090
131 C -6.53 1.52 -2.76  C130 1.533, H135 1.090, H136 1.090, H137 1.090
132 C -8.44 -2.74 -2.57  C128 1.475, H138 1.090, H139 1.090, H140 1.090
133 H -8.03 0.81 -4.05  C130 1.090
134 H -6.37 0.21 -4.51  C130 1.090
135 H -5.71 1.08 -2.20  C131 1.090
136 H -7.22 1.82 -1.98  C131 1.090
137 H -6.11 2.38 -3.29  C131 1.090
138 H -9.52 -2.85 -2.72  C132 1.090
139 H -8.06 -2.52 -1.58  C132 1.090
140 H -8.03 -3.70 -2.90  C132 1.090
141 O -5.05 1.35 0.91  C142 1.249
142 C -4.07 0.70 0.48  O141 1.249, O143 1.335, C146 1.537
143 O -2.81 0.81 0.90  C142 1.335, C144 1.401
144 C -2.52 1.54 2.06  O143 1.401, C145 1.506, H147 1.090, H148 1.090
145 C -2.96 1.02 3.40  C144 1.506, H149 1.090, H150 1.090, H151 1.090
146 C -4.24 -0.37 -0.61  C142 1.537, H152 1.090, H153 1.090, H154 1.090
147 H -2.88 2.56 1.96  C144 1.090
148 H -1.43 1.61 2.17  C144 1.090
149 H -2.72 -0.04 3.47  C145 1.090
150 H -4.03 1.25 3.45  C145 1.090
151 H -2.45 1.43 4.27  C145 1.090
152 H -3.87 -1.32 -0.23  C146 1.090
153 H -3.79 -0.10 -1.56  C146 1.090
154 H -5.30 -0.60 -0.73  C146 1.090
155 O -5.71 -4.89 -2.83  C156 1.229
156 C -5.12 -5.09 -1.77  O155 1.229, O157 1.294, C160 1.527
157 O -5.22 -6.11 -0.97  C156 1.294, C158 1.419
158 C -5.79 -7.31 -1.45  O157 1.419, C159 1.530, H161 1.090, H162 1.090
159 C -5.47 -8.41 -0.44  C158 1.530, H163 1.090, H164 1.090, H165 1.090
160 C -4.31 -3.94 -1.18  C156 1.527, H166 1.090, H167 1.090, H168 1.090
161 H -5.30 -7.64 -2.36  C158 1.090
162 H -6.87 -7.23 -1.62  C158 1.090
163 H -4.41 -8.43 -0.16  C159 1.090
164 H -5.67 -9.40 -0.87  C159 1.090
165 H -6.21 -8.34 0.36  C159 1.090
166 H -3.42 -4.33 -0.68  C160 1.090
167 H -4.91 -3.36 -0.48  C160 1.090
168 H -4.01 -3.35 -2.04  C160 1.090
169 O 2.14 5.98 -3.68  C170 1.227
170 C 1.17 5.67 -2.99  O169 1.227, O171 1.365, C174 1.538
171 O 0.00 5.14 -3.45  C170 1.365, C172 1.406
172 C -0.31 4.88 -4.79  O171 1.406, C173 1.498, H175 1.090, H176 1.090
173 C -1.61 4.15 -4.93  C172 1.498, H177 1.090, H178 1.090, H179 1.090
174 C 1.25 5.64 -1.46  C170 1.538, H180 1.090, H181 1.090, H182 1.090
175 H 0.51 4.27 -5.17  C172 1.090
176 H -0.33 5.74 -5.46  C172 1.090
177 H -2.42 4.67 -4.40  C173 1.090
178 H -1.54 3.10 -4.65  C173 1.090
179 H -1.90 4.11 -5.98  C173 1.090
180 H 2.08 6.24 -1.08  C174 1.090
181 H 1.42 4.59 -1.21  C174 1.090
182 H 0.37 5.96 -0.90  C174 1.090
183 O -2.86 2.99 -9.52  C184 1.203
184 C -1.87 3.11 -8.86  O183 1.203, O185 1.319, C188 1.523
185 O -1.17 4.21 -8.66  C184 1.319, C186 1.422
186 C -1.52 5.46 -9.25  O185 1.422, C187 1.495, H189 1.090, H190 1.090
187 C -2.52 6.22 -8.45  C186 1.495, H191 1.090, H192 1.090, H193 1.090
188 C -1.24 1.99 -8.04  C184 1.523, H194 1.090, H195 1.090, H196 1.090
189 H -1.81 5.34 -10.29  C186 1.090
190 H -0.62 6.07 -9.30  C186 1.090
191 H -2.74 7.18 -8.92  C187 1.090
192 H -2.19 6.43 -7.43  C187 1.090
193 H -3.46 5.68 -8.33  C187 1.090
194 H -0.24 2.31 -7.74  C188 1.090
195 H -1.36 1.03 -8.53  C188 1.090
196 H -1.74 1.92 -7.07  C188 1.090
197 O -1.82 4.47 0.34  C198 1.206
198 C -2.63 4.68 -0.53  O197 1.206, O199 1.330, C202 1.547
199 O -3.34 5.78 -0.77  C198 1.330, C200 1.429
200 C -2.82 7.05 -0.37  O199 1.429, C201 1.531, H203 1.090, H204 1.090
201 C -2.07 7.58 -1.60  C200 1.531, H205 1.090, H206 1.090, H207 1.090
202 C -3.15 3.50 -1.38  C198 1.547, H208 1.090, H209 1.090, H210 1.090
203 H -2.22 7.06 0.54  C200 1.090
204 H -3.68 7.62 -0.04  C200 1.090
205 H -1.17 7.03 -1.86  C201 1.090
206 H -1.76 8.60 -1.37  C201 1.090
207 H -2.80 7.54 -2.41  C201 1.090
208 H -2.59 2.63 -1.04  C202 1.090
209 H -3.07 3.71 -2.45  C202 1.090
210 H -4.22 3.35 -1.26  C202 1.090
211 O 2.75 0.84 0.29  C212 1.221
212 C 1.80 0.14 0.59  O211 1.221, O213 1.334, C216 1.530
213 O 0.50 0.44 0.45  C212 1.334, C214 1.406
214 C 0.08 1.51 -0.35  O213 1.406, C215 1.566, H217 1.090, H218 1.090
215 C -0.27 1.12 -1.83  C214 1.566, H219 1.090, H220 1.090, H221 1.090
216 C 1.95 -1.25 1.21  C212 1.530, H222 1.090, H223 1.090, H224 1.090
217 H 0.84 2.30 -0.33  C214 1.090
218 H -0.83 1.97 0.02  C214 1.090
219 H -0.61 1.99 -2.37  C215 1.090
220 H -1.04 0.34 -1.78  C215 1.090
221 H 0.51 0.68 -2.44  C215 1.090
222 H 1.06 -1.75 1.60  C216 1.090
223 H 2.56 -0.96 2.06  C216 1.090
224 H 2.56 -1.98 0.68  C216 1.090
225 O 1.33 1.33 -6.34  C226 1.237
226 C 2.11 0.55 -5.79  O225 1.237, O227 1.331, C230 1.523
227 O 2.76 0.85 -4.67  C226 1.331, C228 1.409
228 C 2.65 2.13 -4.09  O227 1.409, C229 1.547, H231 1.090, H232 1.090
229 C 3.44 2.15 -2.75  C228 1.547, H233 1.090, H234 1.090, H235 1.090
230 C 2.29 -0.88 -6.28  C226 1.523, H236 1.090, H237 1.090, H238 1.090
231 H 1.59 2.24 -3.89  C228 1.090
232 H 3.04 2.93 -4.71  C228 1.090
233 H 4.50 2.36 -2.88  C229 1.090
234 H 3.36 1.23 -2.17  C229 1.090
235 H 3.06 2.99 -2.18  C229 1.090
236 H 1.68 -1.49 -5.61  C230 1.090
237 H 3.32 -1.24 -6.21  C230 1.090
238 H 1.96 -1.04 -7.31  C230 1.090
239 O -1.25 -2.74 -2.05  C240 1.220
240 C -0.57 -2.86 -1.05  O239 1.220, O241 1.336, C244 1.542
241 O 0.77 -2.94 -1.00  C240 1.336, C242 1.418
242 C 1.55 -3.14 -2.16  O241 1.418, C243 1.542, H245 1.090, H246 1.090
243 C 2.09 -1.84 -2.79  C242 1.542, H247 1.090, H248 1.090, H249 1.090
244 C -1.14 -2.72 0.38  C240 1.542, H250 1.090, H251 1.090, H252 1.090
245 H 1.03 -3.70 -2.93  C242 1.090
246 H 2.49 -3.63 -1.86  C242 1.090
247 H 2.87 -2.08 -3.51  C243 1.090
248 H 2.48 -1.11 -2.08  C243 1.090
249 H 1.36 -1.33 -3.41  C243 1.090
250 H -2.23 -2.75 0.46  C244 1.090
251 H -0.81 -1.75 0.74  C244 1.090
252 H -0.82 -3.57 0.99  C244 1.090
253 O -3.32 0.28 -4.51  C254 1.214
254 C -2.64 -0.68 -4.82  O253 1.214, O255 1.332, C258 1.510
255 O -3.03 -1.93 -5.06  C254 1.332, C256 1.418
256 C -4.41 -2.23 -5.12  O255 1.418, C257 1.536, H259 1.090, H260 1.090
257 C -4.99 -2.35 -6.54  C256 1.536, H261 1.090, H262 1.090, H263 1.090
258 C -1.16 -0.56 -5.10  C254 1.510, H264 1.090, H265 1.090, H266 1.090
259 H -4.98 -1.49 -4.57  C256 1.090
260 H -4.66 -3.11 -4.52  C256 1.090
261 H -4.61 -3.26 -7.01  C257 1.090
262 H -4.84 -1.42 -7.10  C257 1.090
263 H -6.07 -2.47 -6.57  C257 1.090
264 H -0.68 -1.41 -4.62  C258 1.090
265 H -0.80 0.39 -4.70  C258 1.090
266 H -1.04 -0.61 -6.18  C258 1.090
267 O 1.95 6.70 3.93  C268 1.229
268 C 1.53 5.60 3.59  O267 1.229, O269 1.318, C272 1.554
269 O 1.49 4.53 4.36  C268 1.318, C270 1.441
270 C 1.71 4.63 5.78  O269 1.441, C271 1.544, H273 1.090, H274 1.090
271 C 3.10 4.08 6.17  C270 1.544, H275 1.090, H276 1.090, H277 1.090
272 C 1.05 5.21 2.16  C268 1.554, H278 1.090, H279 1.090, H280 1.090
273 H 0.94 4.06 6.30  C270 1.090
274 H 1.65 5.67 6.11  C270 1.090
275 H 3.38 3.24 5.54  C271 1.090
276 H 3.15 3.85 7.23  C271 1.090
277 H 3.91 4.78 6.00  C271 1.090
278 H 0.96 6.10 1.54  C272 1.090
279 H 0.12 4.65 2.20  C272 1.090
280 H 1.74 4.55 1.64  C272 1.090
281 O -0.64 -5.82 3.91  C282 1.229
282 C 0.51 -6.09 4.24  O281 1.229, O283 1.346, C286 1.518
283 O 1.60 -5.88 3.48  C282 1.346, C284 1.447
284 C 1.52 -5.22 2.19  O283 1.447, C285 1.555, H287 1.090, H288 1.090
285 C 1.15 -6.24 1.07  C284 1.555, H289 1.090, H290 1.090, H291 1.090
286 C 0.86 -6.74 5.57  C282 1.518, H292 1.090, H293 1.090, H294 1.090
287 H 2.52 -4.84 1.98  C284 1.090
288 H 0.85 -4.37 2.18  C284 1.090
289 H 1.12 -5.66 0.15  C285 1.090
290 H 0.18 -6.72 1.25  C285 1.090
291 H 1.80 -7.10 0.93  C285 1.090
292 H 1.75 -6.27 6.00  C286 1.090
293 H 1.16 -7.79 5.46  C286 1.090
294 H 0.06 -6.69 6.29  C286 1.090

Energy relative to the best compared isomer or geometry (same formula, charge and spin) ... 1.893 eV
Electronic energy ... -6461.6597 a.u.
Gap between HOMO and LUMO ... 0.373 Ha